[1]
4 unconnected molecules or ions with the total composition C30H65N2O10, computed with ωB97M-V with the def2-TZVPD basis set.

Output
- LUMO (eV) = -3.15
- net charge = +1
- F_max (eV/Å) = 0.66
- Kohn-Sham gap (eV) = 7.356
- E (eV) = -55607.4782

Geometry as XYZ:
```
107
Properties=species:S:1:pos:R:3:forces:R:3:lowdin_charge:R:1
C 2.7198 -2.0492 0.8639 0.234 -0.030 -0.035 -0.089
C 3.4442 -2.1647 -0.4979 -0.159 0.032 0.224 -0.218
C 2.9356 -1.2191 -1.6107 0.220 -0.314 -0.353 -0.173
C 3.9276 -0.1204 -2.0513 -0.290 0.034 -0.108 -0.103
C 3.6862 1.2929 -1.4166 0.124 -0.435 0.043 -0.370
C 2.5940 2.0015 -2.2123 0.138 0.227 0.080 -0.106
C 2.1376 3.3639 -1.6469 -0.256 -0.126 0.034 -0.205
N 2.2922 3.4368 -0.1731 0.021 0.194 -0.327 0.029
C 3.3406 1.0529 0.0177 0.238 0.385 0.477 0.014
N 4.3970 1.0378 0.7608 -0.131 0.120 -0.302 0.148
C 5.6349 1.3235 -0.0059 0.030 -0.226 0.047 -0.052
C 5.0253 2.0455 -1.2143 0.273 0.114 0.084 -0.231
C 5.9374 2.1968 -2.4327 -0.171 -0.283 -0.109 -0.090
C 6.9084 3.3233 -2.1747 0.454 -0.051 0.483 -0.231
O 7.7258 3.2653 -1.2861 -0.409 0.038 -0.395 0.074
H 3.3894 -1.6776 1.6454 -0.110 0.032 -0.024 0.063
H 2.3650 -3.0207 1.2113 -0.035 0.109 -0.037 0.078
H 1.8567 -1.3814 0.8110 -0.039 -0.082 0.055 0.045
H 4.5171 -2.0107 -0.3450 -0.030 -0.031 -0.076 0.098
H 3.3467 -3.1925 -0.8546 0.021 0.102 0.016 0.098
H 1.9685 -0.7890 -1.3314 0.011 0.014 -0.039 0.104
H 2.7332 -1.8269 -2.4975 -0.095 0.090 0.079 0.104
H 4.9464 -0.4660 -1.8656 -0.046 0.037 0.068 0.112
H 3.8518 0.0065 -3.1355 0.037 0.104 0.111 0.127
H 2.9750 2.1146 -3.2327 -0.144 0.081 0.061 0.123
H 1.7345 1.3288 -2.2901 0.084 -0.011 0.061 0.126
H 2.6276 4.1939 -2.1630 0.146 -0.098 0.154 0.115
H 1.0734 3.4749 -1.8679 0.124 0.013 -0.086 0.117
H 3.0156 4.1035 0.0736 0.058 -0.071 0.003 0.085
H 1.4456 3.8321 0.2219 0.013 -0.189 0.112 0.080
H 2.3631 0.8624 0.4395 0.111 -0.202 -0.101 0.125
H 4.3909 0.8602 1.7562 -0.093 -0.098 -0.013 0.181
H 6.0972 0.3634 -0.2523 0.026 0.111 -0.085 0.136
H 6.3587 1.8977 0.5695 -0.207 0.120 -0.014 0.137
H 4.8046 3.0439 -0.8214 -0.211 0.069 -0.240 0.144
H 5.3458 2.3971 -3.3303 0.021 0.050 0.080 0.123
H 6.5134 1.2841 -2.6168 -0.060 0.037 0.045 0.137
H 6.8106 4.2259 -2.7992 0.086 0.060 -0.062 0.131
C -1.4017 -4.6335 -7.0451 0.039 -0.030 -0.103 -0.106
O -0.0026 -4.6422 -6.8600 -0.003 0.008 0.290 -0.193
C 0.6018 -3.3661 -6.8881 -0.025 -0.049 -0.179 -0.205
C 1.6946 -3.2372 -5.8512 0.108 0.044 -0.070 -0.183
O 1.2424 -3.1814 -4.5060 0.077 0.120 0.111 -0.141
C 0.7530 -4.3699 -3.9033 -0.121 0.000 0.089 -0.182
C 1.8022 -5.4134 -3.5945 0.027 -0.218 0.003 -0.206
O 2.2700 -6.0532 -4.7634 0.019 0.288 -0.128 -0.190
C 3.6431 -6.3710 -4.7503 -0.052 -0.109 0.027 -0.108
H -1.6680 -4.4593 -8.0926 -0.025 0.044 0.008 0.090
H -1.7750 -5.6115 -6.7469 0.019 -0.018 -0.041 0.090
H -1.8822 -3.8704 -6.4231 -0.001 0.010 -0.002 0.087
H -0.1439 -2.5790 -6.7281 -0.023 -0.013 0.046 0.124
H 1.0581 -3.2049 -7.8740 -0.032 0.099 -0.011 0.130
H 2.1724 -2.2682 -6.0206 0.024 -0.014 -0.004 0.124
H 2.4543 -4.0089 -5.9877 -0.120 -0.104 0.008 0.120
H -0.0679 -4.8026 -4.4769 0.107 -0.056 -0.098 0.121
H 0.3472 -4.0398 -2.9428 -0.034 -0.009 -0.011 0.125
H 1.3466 -6.1624 -2.9330 0.039 0.042 0.102 0.131
H 2.6346 -4.9446 -3.0536 0.018 0.041 -0.020 0.113
H 4.2458 -5.5238 -4.4024 0.003 0.003 0.011 0.084
H 3.9325 -6.6059 -5.7729 -0.022 -0.045 0.008 0.091
H 3.8507 -7.2396 -4.1164 0.032 0.026 0.034 0.090
C -1.1019 -0.4079 1.4902 0.036 -0.011 -0.003 -0.099
O -0.2677 0.3169 2.3699 -0.098 0.064 0.077 -0.191
C -0.0067 1.6472 1.9695 -0.056 -0.159 -0.058 -0.210
C -0.0854 2.6311 3.1174 0.122 0.055 0.010 -0.189
O -1.3900 2.8630 3.5882 -0.089 0.100 -0.026 -0.112
C -1.9920 1.8883 4.4306 -0.232 -0.089 0.002 -0.177
C -1.4514 1.8390 5.8382 0.066 -0.132 0.153 -0.191
O -0.1469 1.2799 5.8821 0.074 0.209 -0.257 -0.199
C 0.7002 1.8711 6.8431 -0.025 -0.100 0.063 -0.111
H -0.5669 -0.7150 0.5818 -0.027 0.032 -0.022 0.076
H -1.4338 -1.3009 2.0160 0.044 -0.022 0.000 0.096
H -1.9820 0.1755 1.2022 0.001 0.007 -0.001 0.081
H -0.7040 1.9598 1.1820 -0.043 -0.022 0.027 0.130
H 1.0080 1.6968 1.5592 0.075 0.151 -0.078 0.081
H 0.2450 3.5980 2.7224 0.046 0.002 0.020 0.124
H 0.6006 2.3512 3.9205 -0.080 -0.145 0.000 0.123
H -1.9745 0.8981 3.9700 0.149 -0.015 0.045 0.121
H -3.0372 2.1977 4.5034 -0.009 -0.023 0.002 0.123
H -2.1284 1.2174 6.4366 -0.058 0.077 0.046 0.133
H -1.4491 2.8483 6.2628 0.014 0.027 -0.027 0.128
H 0.6492 2.9645 6.8037 -0.010 0.002 0.003 0.088
H 1.7199 1.5621 6.6155 -0.017 -0.046 0.025 0.085
H 0.4527 1.5411 7.8570 -0.014 0.045 0.019 0.091
C -9.5161 -0.2161 3.8909 -0.081 0.054 -0.038 -0.110
O -8.8451 0.9237 3.4008 0.268 -0.110 0.011 -0.195
C -8.4998 1.8717 4.3932 -0.178 0.036 -0.029 -0.203
C -7.1303 2.4634 4.1535 -0.031 0.144 -0.011 -0.181
O -6.0517 1.5700 4.3767 0.110 0.024 0.099 -0.126
C -5.7811 0.5738 3.4098 0.022 -0.166 0.023 -0.184
C -5.1210 1.0831 2.1498 0.107 0.008 -0.239 -0.209
O -6.0163 1.8010 1.3229 -0.116 0.129 0.245 -0.187
C -5.4552 2.9329 0.7008 -0.009 -0.063 -0.051 -0.111
H -10.5603 0.0052 4.1361 0.004 -0.010 0.048 0.089
H -9.4936 -0.9705 3.1060 -0.035 0.026 -0.023 0.088
H -9.0201 -0.6209 4.7795 -0.002 0.005 0.007 0.088
H -8.5272 1.4169 5.3894 0.031 -0.041 -0.007 0.125
H -9.2279 2.6933 4.3750 -0.013 0.003 0.095 0.129
H -6.9936 3.2511 4.8982 0.004 0.025 -0.027 0.129
H -7.0733 2.9260 3.1661 -0.041 -0.134 -0.055 0.120
H -6.6649 -0.0223 3.1743 -0.057 0.133 -0.069 0.122
H -5.0561 -0.0853 3.8965 -0.023 -0.044 -0.020 0.126
H -4.7404 0.2186 1.5864 0.092 -0.021 0.066 0.124
H -4.2674 1.7146 2.4273 -0.008 0.022 0.000 0.107
H -4.8761 3.5343 1.4105 0.011 -0.004 0.000 0.088
H -6.2768 3.5382 0.3217 -0.001 -0.031 -0.042 0.090
H -4.8086 2.6519 -0.1395 0.042 0.019 0.014 0.085
```
Forces are in eV/Å.

***

[2]
4 unconnected molecules or ions with the total composition C30H65N3O4, computed with ωB97M-V with the def2-TZVPD basis set.

Output
- LUMO (eV) = 0.55
- F_max (eV/Å) = 3.84
- SMILES = CC1(C)CCCC(C)(C)N1O.CC1(C)CCCC(C)(C)N1O.CC1(C)CCCC(C)(C)N1O.CC(C)O
- Kohn-Sham gap (eV) = 8.694
- E (eV) = -44816.8886

Geometry as XYZ:
```
102
Properties=species:S:1:pos:R:3:forces:R:3:lowdin_charge:R:1
C -23.1043 15.2897 13.4004 0.038 1.175 -0.899 -0.026
C -24.0194 16.4458 13.8926 -0.467 0.094 -0.289 -0.470
C -25.5170 16.0526 13.6265 0.272 0.316 0.018 -0.042
C -23.7833 16.5440 15.4022 0.856 0.817 1.522 -0.137
C -22.4153 17.2177 15.8483 -0.519 1.410 -2.549 -0.135
C -22.4153 18.5931 15.1201 -1.359 0.703 1.244 -0.181
C -22.6450 18.6572 13.5892 0.391 0.651 0.586 -0.463
C -23.0729 20.1199 13.3260 0.159 0.801 0.563 -0.045
C -21.2944 18.3087 12.8876 -0.482 -1.085 0.179 -0.020
N -23.8555 17.8181 13.2659 1.625 -0.054 1.400 -0.090
O -24.0189 17.8392 11.8494 -0.312 -0.553 0.609 -0.026
H -22.1047 15.3472 13.8312 -0.197 -0.266 0.493 0.067
H -23.6101 14.3394 13.5712 0.316 -0.023 0.058 0.084
H -22.8876 15.4242 12.3406 -0.428 -0.237 -0.275 0.078
H -26.2738 16.8221 13.7791 0.519 0.707 0.288 0.076
H -25.6631 15.7980 12.5768 0.184 -0.578 0.074 0.076
H -25.8585 15.2816 14.3172 0.335 -0.507 -0.324 0.079
H -24.5615 17.1289 15.8924 -0.156 0.420 -0.234 0.114
H -23.9197 15.5781 15.8886 0.248 -0.386 -0.408 0.112
H -22.2976 17.4810 16.8995 -0.213 -0.714 0.058 0.107
H -21.5008 16.8013 15.4257 -0.118 -1.068 0.557 0.086
H -21.6778 19.2929 15.5130 1.292 -0.470 -0.773 0.120
H -23.2001 19.1828 15.5939 -1.081 -0.385 -0.212 0.095
H -23.6066 20.3394 12.4012 0.031 -0.358 0.054 0.078
H -22.2927 20.8747 13.4240 0.918 -0.458 -0.626 0.079
H -23.6203 20.4973 14.1897 -1.011 -0.478 -0.204 0.069
H -20.8787 17.4352 13.3898 -0.066 -0.359 -0.066 0.059
H -20.4831 19.0278 13.0000 -0.514 0.550 -0.031 0.081
H -21.4046 18.0309 11.8394 -0.109 0.246 -0.039 0.077
H -24.9135 18.1870 11.8622 -0.154 0.087 -0.777 0.097
C -32.5629 30.1129 6.7582 0.447 0.428 1.019 -0.039
C -31.1690 30.1152 6.0144 -2.268 -1.134 -2.878 -0.489
C -31.3058 29.2129 4.7527 0.444 -0.572 -0.240 -0.042
C -31.0614 31.5327 5.4298 3.500 0.023 1.117 -0.125
C -29.5947 31.8238 4.8653 -1.435 -0.916 0.591 -0.161
C -28.4986 31.2970 5.8265 -0.029 -0.432 -1.714 -0.126
C -28.6673 29.8450 6.4444 0.953 0.626 -0.754 -0.446
C -28.0203 28.7203 5.4560 -0.591 1.046 0.928 -0.012
C -27.8423 29.8715 7.7458 -0.020 0.633 -0.183 -0.053
N -30.0582 29.6468 6.8311 0.508 2.420 -0.218 -0.137
O -30.2542 28.3609 7.3382 -0.695 -0.126 0.009 -0.001
H -32.4702 30.5766 7.7403 0.586 -0.363 0.563 0.076
H -33.3098 30.8273 6.4121 0.262 -0.076 -1.169 0.076
H -33.1111 29.1799 6.8889 0.474 -0.304 -0.184 0.078
H -32.1443 29.4028 4.0827 -0.585 0.040 0.587 0.082
H -30.4844 29.3550 4.0503 0.483 0.094 0.320 0.062
H -31.2677 28.1634 5.0446 -0.277 -0.070 -0.089 0.079
H -31.8239 31.6984 4.6687 -0.082 0.207 0.521 0.119
H -31.0462 32.1415 6.3338 -0.921 0.797 -0.220 0.115
H -29.4756 31.3899 3.8725 -0.034 -0.038 -0.040 0.093
H -29.4784 32.9039 4.7759 0.007 -0.015 -0.149 0.099
H -28.2103 32.1509 6.4394 -0.283 -0.598 1.027 0.109
H -27.6404 31.2065 5.1607 0.373 -0.108 0.119 0.104
H -26.9361 28.7282 5.5682 0.009 -0.065 0.468 0.067
H -28.1289 28.8660 4.3812 -0.707 0.186 0.052 0.063
H -28.4244 27.7552 5.7618 0.141 -0.044 -0.165 0.070
H -27.9000 28.9591 8.3395 0.006 0.061 -0.128 0.081
H -28.1944 30.7393 8.3035 -0.345 -0.293 0.405 0.078
H -26.8081 30.1538 7.5488 0.202 -0.480 -0.248 0.079
H -30.8756 28.6401 8.0145 -0.122 -0.928 0.654 0.101
C -18.9627 36.0067 10.2019 0.231 -0.251 -0.848 -0.033
C -17.8339 34.9222 10.1027 -2.175 -0.527 0.357 -0.494
C -17.8299 34.2101 11.4456 0.842 0.692 0.556 -0.060
C -18.0982 33.7803 9.0342 0.509 1.781 0.097 -0.117
C -17.8094 34.2344 7.6025 0.084 -0.557 0.692 -0.199
C -16.5557 35.0164 7.3550 0.852 0.786 1.082 -0.140
C -16.2839 36.1320 8.4063 -0.870 1.816 0.258 -0.447
C -14.8693 36.6773 8.2520 0.667 -0.261 1.106 -0.057
C -17.1799 37.3989 8.0690 -1.492 -1.318 0.664 -0.031
N -16.5730 35.6022 9.8028 1.500 -1.623 -1.471 -0.098
O -16.0925 36.3834 10.8804 -0.781 0.577 -0.504 -0.015
H -18.4913 36.8561 10.6963 -0.078 0.336 -0.522 0.076
H -19.2599 36.1429 9.1621 -0.089 0.950 0.136 0.062
H -19.8984 35.8945 10.7495 0.156 -1.074 0.239 0.079
H -16.9314 33.5975 11.5201 -0.027 -0.156 0.275 0.084
H -17.8283 34.9824 12.2147 0.339 -0.145 0.266 0.077
H -18.7242 33.6222 11.6522 -0.001 -0.105 -0.542 0.089
H -17.5303 32.9146 9.3751 0.226 -0.024 -0.346 0.110
H -19.1358 33.4727 8.9037 -0.248 0.071 1.096 0.118
H -17.8105 33.2737 7.0876 -0.171 0.401 -0.904 0.114
H -18.6313 34.8894 7.3134 -0.305 -0.390 -0.319 0.103
H -16.6796 35.5600 6.4184 0.447 -0.248 -0.258 0.121
H -15.6479 34.4131 7.3660 -0.100 -0.294 -0.334 0.116
H -14.1024 35.9054 8.3148 0.068 -0.190 -0.361 0.080
H -14.6200 37.3557 9.0679 -0.282 0.096 0.218 0.077
H -14.7493 37.3130 7.3747 -0.116 -0.543 -0.278 0.084
H -17.6163 37.7784 8.9929 0.470 0.427 -0.082 0.063
H -18.0536 36.9630 7.5845 -0.255 0.368 -0.344 0.056
H -16.8352 38.2160 7.4353 0.574 -0.324 0.117 0.079
H -15.2036 36.0646 11.0534 0.028 -0.273 -0.047 0.103
C -20.4031 25.5419 9.3843 -0.088 0.599 1.526 -0.084
C -20.3560 26.4837 8.1790 -0.672 -1.962 0.715 -0.462
C -18.9506 26.6370 7.6098 -0.567 0.109 -0.361 -0.057
O -21.3598 25.8572 7.3371 0.599 0.543 -0.458 -0.065
H -20.0583 24.5082 9.4118 0.354 0.107 -0.979 0.081
H -21.4395 25.4871 9.7175 -0.117 0.034 -0.127 0.075
H -19.8971 26.0472 10.2069 0.285 -0.046 0.198 0.071
H -20.7178 27.4060 8.6335 -0.098 0.408 -0.594 0.130
H -18.8859 27.4115 6.8456 -0.094 0.098 -0.005 0.070
H -18.6119 25.7098 7.1475 0.011 -0.082 0.202 0.082
H -18.2962 26.9216 8.4338 0.129 -0.091 -0.071 0.077
H -21.8809 26.4815 6.8269 0.257 0.284 -0.045 0.081
```
Forces are in eV/Å.